DFT (wB97M-V/def2-TZVPD) results for 2 unconnected molecules or ions with the total composition C2NO5S at a distorted geometry.

Energy above the lowest of the compared OMol25 structures with the same formula, charge and spin: 0.935 eV
Lowest unoccupied orbital energy: 3.4 eV
Max |F|: 8.1 eV/Å
Charge: -1

Element x y z (Å)
C -1.963 1.912 -0.480
C 2.576 -1.426 1.044
N -1.082 1.540 -1.446
O 3.303 -1.595 0.175
O -2.490 2.608 0.371
O 1.904 -1.466 1.970
O 0.930 -0.033 -0.244
O -1.299 -1.051 -0.603
S -0.241 -0.284 -1.184

Cartesian forces (eV/Å) of the 2 atoms listed first:
C 4.936 1.384 -3.053
C -0.445 -0.877 0.099

And the Löwdin charges, in e, turn out to be: -0.38, -0.51, -0.13, 0.18, 0.01, 0.19, -0.54, -0.52, 0.69

DFT (wB97M-V/def2-TZVPD) results for C2O2S in the gas phase at a distorted geometry.

Energy above the lowest of the compared OMol25 structures with the same formula, charge and spin: 7.940 eV
Lowest unoccupied orbital energy: -2.1 eV
Max |F|: 6.6 eV/Å
Charge: 0

Element x y z (Å)
C -2.042 0.050 0.030
C -0.597 0.380 0.006
O 1.302 -1.374 -0.393
O 0.460 1.369 -0.213
S 0.878 -0.424 0.569

Cartesian forces (eV/Å) of the 2 atoms listed first:
C 6.397 1.449 -0.146
C -3.589 1.131 0.011

And the Löwdin charges, in e, turn out to be: 0.24, -0.65, -0.42, -0.24, 1.06

DFT (wB97M-V/def2-TZVPD) results for 2 unconnected molecules or ions with the total composition C2O2S2 at a distorted geometry.

Energy above the lowest of the compared OMol25 structures with the same formula, charge and spin: 0.361 eV
Lowest unoccupied orbital energy: -0.2 eV
Max |F|: 4.5 eV/Å
Charge: 0

Element x y z (Å)
C -0.225 1.233 1.364
C 0.178 -1.143 -1.412
O -0.550 1.817 0.464
O 0.167 0.628 2.261
S -0.781 -2.097 -2.155
S 1.210 -0.438 -0.522

Cartesian forces (eV/Å) of the 2 atoms listed first:
C 1.199 -1.591 2.499
C -0.099 -0.994 0.153

And the Löwdin charges, in e, turn out to be: -0.56, -1.38, 0.20, 0.18, 0.74, 0.82

DFT (wB97M-V/def2-TZVPD) results for C2O2S2 in the gas phase at a distorted geometry.

Energy above the lowest of the compared OMol25 structures with the same formula, charge and spin: 1.538 eV
Lowest unoccupied orbital energy: -0.7 eV
Max |F|: 1.5 eV/Å
Structure (SMILES): O=C1OC(=S)S1
Charge: 0

Element x y z (Å)
O -0.444 -2.208 -0.290
C -0.232 -1.057 -0.210
O 0.177 -0.302 0.839
C 0.211 0.920 0.214
S 0.611 2.328 0.833
S -0.324 0.318 -1.385

Cartesian forces (eV/Å) of the 2 atoms listed first:
O 0.108 -0.052 0.416
C -0.435 -0.161 -1.467

And the Löwdin charges, in e, turn out to be: 0.15, -0.74, -0.04, -1.15, 0.77, 1.01

DFT (wB97M-V/def2-TZVPD) results for 2 unconnected molecules or ions with the total composition C2O3 at a distorted geometry.

Energy above the lowest of the compared OMol25 structures with the same formula, charge and spin: 0.089 eV
Lowest unoccupied orbital energy (alpha / beta): 0.6 / -4.4 eV
Max |F|: 6.8 eV/Å
⟨S²⟩: 2.010
2S+1: 3
Charge: 0

Element x y z (Å)
C -0.345 -0.997 1.389
C 0.257 2.005 -2.137
O 0.746 0.995 -1.983
O -0.497 -0.021 0.815
O -0.161 -1.981 1.916

Cartesian forces (eV/Å) of the 2 atoms listed first:
C 0.026 1.016 -0.891
C -2.963 6.088 -0.910

And the Löwdin charges, in e, turn out to be: -0.45, 0.00, 0.00, 0.21, 0.23

DFT (wB97M-V/def2-TZVPD) results for 3 unconnected molecules or ions with the total composition C2O5S at a distorted geometry.

Energy above the lowest of the compared OMol25 structures with the same formula, charge and spin: 0.100 eV
Lowest unoccupied orbital energy: -1.1 eV
Max |F|: 4.9 eV/Å
Charge: 0

Element x y z (Å)
C 2.118 -1.712 0.024
C -1.143 2.689 0.696
O 2.809 -2.438 -0.469
O -0.647 3.422 -0.028
O -0.928 0.680 -0.689
O -2.244 -1.351 -0.323
O 1.424 -0.986 0.563
S -1.390 -0.303 0.227

Cartesian forces (eV/Å) of the 2 atoms listed first:
C -1.252 1.324 1.157
C 0.966 2.068 -1.112

And the Löwdin charges, in e, turn out to be: -0.45, -0.01, 0.27, 0.04, -0.47, -0.42, 0.17, 0.87